The following is a quantum chemistry calculation of a 3-piece molecular cluster, H5O3 overall at a distorted geometry, from the OMol25 dataset.

Each line ends with the natural charge from an NBO analysis.
Atoms and positions in Å:
O 0.469 -0.539 0.020  -1.314
H 1.283 -1.042 -0.023  0.411
O 0.744 2.038 1.659  -0.984
H 0.256 1.894 2.470  0.441
H 0.533 1.220 1.183  0.526
O -1.193 -1.463 -1.830  -1.034
H -1.986 -1.398 -1.308  0.434
H -0.518 -1.204 -1.106  0.519

The net charge is -1. Its relative energy (zero: lowest compared OMol25 entry of this formula, charge and spin) is 7.0 kcal/mol. The orbital gap is 8.10 eV.